# 1
C39H37F9OP2Pd as an isolated structure, computed with ωB97M-V with the def2-TZVPD basis set.

Structure (XYZ):
```
89
Properties=species:S:1:pos:R:3:mulliken_spin:R:1
Pd 0.385 0.093 1.750 0.75
C -1.738 0.843 -4.408 0.00
C -1.768 -0.466 -4.159 0.00
C -1.037 -1.522 -4.948 0.00
C 0.366 -1.138 -5.491 0.00
C 1.232 -0.301 -4.597 0.00
C 1.253 1.045 -4.581 0.00
C 0.369 1.943 -5.392 0.00
C -1.077 1.447 -5.618 0.00
C 2.136 0.347 2.916 0.82
H -2.307 1.555 -3.790 0.00
H -2.482 -0.863 -3.425 0.00
H -1.659 -1.810 -5.814 0.00
H -0.937 -2.430 -4.334 0.00
H 0.907 -2.083 -5.675 0.00
H 0.251 -0.651 -6.470 0.00
H 1.992 -0.869 -4.052 0.00
H 2.077 1.576 -4.106 0.00
H 0.834 2.106 -6.382 0.00
H 0.334 2.933 -4.911 0.00
H -1.678 2.311 -5.945 0.00
H -1.080 0.725 -6.448 0.00
H 1.889 1.200 3.562 0.01
H 3.093 0.494 2.388 -0.06
H 2.120 -0.605 3.468 -0.01
P -1.296 -0.497 0.410 0.09
P 1.795 0.081 0.043 0.15
C -0.498 -0.747 -1.170 0.02
C 0.837 -0.553 -1.315 0.00
C -2.199 -2.017 0.824 0.01
C -2.655 -2.877 -0.187 0.00
C -3.465 -3.964 0.141 0.00
C -3.763 -4.223 1.484 0.00
C -3.232 -3.424 2.503 0.00
C -2.438 -2.326 2.172 0.03
C -2.528 0.835 0.204 0.00
C -2.083 2.168 0.130 0.02
C -2.996 3.184 -0.163 -0.01
C -4.344 2.872 -0.369 0.02
C -4.796 1.550 -0.260 -0.01
C -3.892 0.533 0.051 0.02
C 3.210 -1.019 0.280 -0.01
C 2.994 -2.282 0.866 0.05
C 4.091 -3.052 1.259 -0.01
C 5.390 -2.580 1.041 0.02
C 5.603 -1.348 0.413 0.00
C 4.515 -0.559 0.027 0.02
C 2.316 1.789 -0.246 0.08
C 2.340 2.768 0.765 0.02
C 2.752 4.068 0.450 0.00
C 3.108 4.389 -0.866 0.00
C 3.047 3.422 -1.880 0.00
C 2.647 2.124 -1.564 -0.04
H -1.159 -1.014 -1.992 0.00
H 1.381 -0.768 -2.232 -0.01
H -2.378 -2.680 -1.226 0.00
H -3.865 -4.597 -0.653 0.00
H -4.408 -5.065 1.737 0.00
H -3.437 -3.646 3.550 0.00
H -2.002 -1.684 2.942 -0.03
H -1.031 2.394 0.306 0.02
H -2.654 4.219 -0.235 0.00
H -5.052 3.665 -0.605 0.00
H -5.849 1.305 -0.417 0.00
H -4.231 -0.497 0.169 0.00
H 1.975 -2.624 1.049 0.00
H 3.926 -4.018 1.742 0.00
H 6.242 -3.177 1.369 0.00
H 6.616 -0.986 0.232 0.00
H 4.663 0.412 -0.443 0.00
H 2.051 2.495 1.780 -0.02
H 2.804 4.824 1.236 0.00
H 3.434 5.402 -1.107 0.00
H 3.323 3.669 -2.908 0.00
H 2.579 1.353 -2.332 -0.01
F -2.307 1.600 5.626 0.00
C -2.186 0.246 5.609 0.00
F -2.498 -0.219 6.853 0.00
F -3.113 -0.239 4.745 0.00
C -0.707 -0.182 5.121 0.03
O -0.613 -0.105 3.795 0.00
C 0.296 0.724 5.945 0.01
F -0.153 0.965 7.212 0.00
F 1.520 0.134 6.053 0.00
F 0.462 1.912 5.319 0.00
C -0.456 -1.660 5.675 0.00
F -0.266 -1.686 7.023 0.00
F -1.497 -2.486 5.391 0.00
F 0.652 -2.178 5.088 0.00
```

- <S²> = 2.014
- charge = 0
- spin multiplicity = 3
- frontier orbital gap (spin up / spin down) (eV) = 5.10 / 6.45
- lowest unoccupied orbital energy (spin up / spin down) (eV) = -0.08 / -2.20
- calculated total energy (a.u.) = -3292.807658

***

# 2
A 2-piece molecular cluster, C6H9N2O2 overall, computed with ωB97M-V with the def2-TZVPD basis set.

Structure (XYZ):
```
19
Properties=species:S:1:pos:R:3:lowdin_charge:R:1
C 0.001 -1.829 3.763 -0.09
C -1.060 0.207 0.978 -0.21
C 0.506 -1.431 1.299 -0.02
C -0.395 -1.172 2.431 -0.35
N -0.072 -0.540 0.406 0.05
N -1.333 -0.194 2.176 0.07
H 0.184 -0.522 -0.605 0.10
H -1.487 0.956 0.463 0.07
H 1.222 -2.176 1.231 0.07
H -1.023 -2.066 4.202 0.08
H 0.786 -1.179 4.201 0.07
H 0.324 -2.819 3.825 0.02
C 0.769 1.913 -3.864 -0.06
C 0.553 1.141 -2.397 -0.79
O -0.311 1.780 -1.824 -0.07
O 0.966 -0.020 -2.252 -0.10
H -0.005 2.634 -3.746 0.01
H 0.404 1.091 -4.556 0.05
H 1.942 2.169 -3.745 0.09
```

- charge = -1
- frontier orbital gap (eV) = 7.82
- lowest unoccupied orbital energy (eV) = 3.63
- calculated total energy (a.u.) = -494.024438